44
Properties=species:S:1:pos:R:3 method="wB97M-V/def2-TZVPD" s_squared=0.77 spin_multiplicity=2 charge=+3 homo_ha="-0.6302 / -0.6301" homo_lumo_gap_ev="4.23 / 4.29" e_lumo_ev="-12.92 / -12.85"
Re -0.04 -0.70 -0.28
C -3.11 0.06 -2.40
C -3.14 -0.78 -1.19
N -2.14 -1.12 -0.40
C -2.58 -1.94 0.64
C -3.92 -2.21 0.61
S -4.67 -1.45 -0.71
C -1.61 -2.45 1.57
C -1.83 -3.32 2.61
S -0.37 -3.71 3.38
C 0.49 -2.68 2.27
N -0.29 -2.10 1.39
C 1.96 -2.58 2.41
H -2.12 0.40 -2.66
H -3.76 0.92 -2.26
H -3.53 -0.50 -3.24
H -4.48 -2.82 1.29
H -2.77 -3.73 2.93
H 2.28 -3.25 3.21
H 2.27 -1.57 2.66
H 2.47 -2.88 1.49
Cl 4.90 3.27 3.03
C 3.45 2.60 2.45
C 3.49 1.49 1.57
Cl 4.98 0.81 1.11
C 2.29 0.97 1.10
Cl 2.25 -0.36 0.01
C 1.02 1.49 1.47
O -0.08 0.98 1.01
C 1.00 2.60 2.36
Cl -0.49 3.26 2.83
C 2.21 3.15 2.83
Cl 2.17 4.49 3.87
C 0.46 1.85 -4.38
C 0.19 2.51 -3.18
C 0.05 1.77 -2.02
N 0.15 0.43 -2.00
C 0.43 -0.20 -3.15
C 0.59 0.47 -4.36
H 0.57 2.40 -5.30
H 0.09 3.58 -3.15
H -0.17 2.25 -1.08
H 0.53 -1.28 -3.10
H 0.81 -0.09 -5.26